No. 1
# C4H8IN2

A gas-phase ion, C4H8IN2 (charge +1) (the ωB97M-V functional and the def2-TZVPD basis, the Open Molecules 2025 dataset).

Energy relative to the best compared isomer or geometry (same formula, charge and spin) (kcal/mol): 149.6
LUMO energy (spin up / spin down) (eV): -5.87 / -5.87
Gap between HOMO and LUMO (spin up / spin down) (Eh): 0.2445 / 0.2445

Structure (ORCA input):
```
! RIJCOSX wB97M-V def2-TZVPD def2/J DEFGRID3
* xyz 1 1
C 1.37220 -2.27066 -0.53689
C -0.66321 -1.29953 0.32224
C -1.88609 -0.85599 0.86915
C 0.77618 2.07909 -0.05414
N 0.18336 -1.92825 -0.23157
N 1.41625 1.13090 0.70363
I 2.77788 -0.11547 0.02389
H 1.92852 -3.01300 0.18991
H 1.56880 -2.28252 -1.64387
H -2.59047 -1.47091 0.38112
H -1.94018 0.22167 0.90398
H -2.04184 -1.20265 1.93475
H 1.28160 2.92228 -0.40127
H 0.10215 1.61408 -0.81548
H -0.00587 2.55011 0.57183
*
```

No. 2
# C4H8INO2

2 unconnected molecules or ions with the total composition C4H8INO2 (the ωB97M-V functional and the def2-TZVPD basis, the Open Molecules 2025 dataset).

Energy relative to the best compared isomer or geometry (same formula, charge and spin) (kcal/mol): 69.7
LUMO energy (spin up / spin down) (eV): 0.55 / -1.56
Gap between HOMO and LUMO (spin up / spin down) (Eh): 0.2270 / 0.3003

Structure (ORCA input):
```
! RIJCOSX wB97M-V def2-TZVPD def2/J DEFGRID3
* xyz 0 3
C -0.73064 1.10505 -0.15530
C -0.10322 -1.32048 1.11582
C 0.21230 -1.52033 -1.37380
C 0.52183 -0.76112 -0.09197
N 0.09948 2.05708 0.29771
O -1.82758 0.87721 -0.42738
O -0.31873 3.43981 0.14964
I 2.47953 -0.27509 0.12505
H 0.05703 -2.36719 1.53451
H 0.31921 -0.65712 1.84566
H -1.18789 -1.11316 1.08761
H 0.51663 -1.05814 -2.29198
H 0.60532 -2.51733 -1.25863
H -0.79443 -1.65767 -1.41796
H 1.05469 2.05147 -0.03779
H -0.90354 3.71700 0.89880
*
```

No. 3
# C4H8INS

A molecular structure, C4H8INS (the ωB97M-V functional and the def2-TZVPD basis, the Open Molecules 2025 dataset).

Energy relative to the best compared isomer or geometry (same formula, charge and spin) (kcal/mol): 29.2
LUMO energy (spin up / spin down) (eV): 0.08 / -1.23
Gap between HOMO and LUMO (spin up / spin down) (Eh): 0.2029 / 0.2595

Structure (ORCA input):
```
! RIJCOSX wB97M-V def2-TZVPD def2/J DEFGRID3
* xyz 0 3
C -0.20394 -1.62180 -0.15773
C 1.20508 -1.54752 0.45294
C 0.00363 0.69475 0.14593
C -0.14364 2.20447 0.18077
N -0.78048 -0.33917 0.27541
S 1.62145 0.25091 0.35237
I -2.79932 0.01802 0.05258
H -0.08570 -1.80971 -1.31773
H -0.89349 -2.36257 0.15601
H 1.34178 -1.80035 1.47090
H 1.90296 -2.01167 -0.21478
H -0.80075 0.60645 -2.13063
H 0.78029 2.62248 -0.22181
H -0.14649 2.43509 1.27189
H -1.00135 2.66064 -0.31612
*
```

No. 4
# C4H8MgO3

A molecular structure, C4H8MgO3 (the ωB97M-V functional and the def2-TZVPD basis, the Open Molecules 2025 dataset).

Energy relative to the best compared isomer or geometry (same formula, charge and spin) (kcal/mol): 0.0
LUMO energy (spin up / spin down) (eV): -5.81 / -6.17
Gap between HOMO and LUMO (spin up / spin down) (Eh): 0.2660 / 0.2527

Structure (ORCA input):
```
! RIJCOSX wB97M-V def2-TZVPD def2/J DEFGRID3
* xyz 1 2
O -0.04661 -0.84599 -0.41388
O 1.79244 -0.55314 -1.65957
C 0.62876 -0.73456 -1.58050
O 0.73746 2.16137 0.37337
C 1.78422 2.93185 -0.11239
C -1.18552 -1.79489 -0.35368
C -1.76159 -1.73302 1.03557
H 2.78547 2.59654 0.21051
H 1.79667 2.89827 -1.21880
H 1.66427 3.98757 0.19010
H -1.90304 -1.48001 -1.11865
H -0.76810 -2.77759 -0.59537
H -2.14804 -0.73059 1.28034
H -2.61263 -2.42436 1.08292
H -1.03553 -2.05362 1.79653
Mg 0.27177 0.55215 1.08349
*
```

No. 5
# C4H8N

2 unconnected molecules or ions with the total composition C4H8N (the ωB97M-V functional and the def2-TZVPD basis, the Open Molecules 2025 dataset).

Energy relative to the best compared isomer or geometry (same formula, charge and spin) (kcal/mol): 116.1
LUMO energy (spin up / spin down) (eV): -5.93 / -4.54
Gap between HOMO and LUMO (spin up / spin down) (Eh): 0.2693 / 0.3459

Structure (ORCA input):
```
! RIJCOSX wB97M-V def2-TZVPD def2/J DEFGRID3
* xyz 1 1
C -0.64382 -1.51276 0.25324
C 0.55277 -1.00524 0.07796
C 1.95771 -0.81671 -0.17125
C -1.49416 1.85027 -0.45746
N -0.46672 -0.15068 0.65477
H -1.43656 -2.23731 0.28823
H 2.38529 -1.83142 -0.36517
H 2.36816 -0.24612 0.66718
H 2.13566 -0.16075 -1.09267
H -1.96249 1.70433 0.45185
H -0.66851 2.62529 -0.53548
H -1.92169 1.61308 -1.35895
H -0.80565 0.16802 1.58775
*
```

No. 6
# C4H8N

A gas-phase ion, C4H8N (charge +1) (the ωB97M-V functional and the def2-TZVPD basis, the Open Molecules 2025 dataset).

Energy relative to the best compared isomer or geometry (same formula, charge and spin) (kcal/mol): 62.0
LUMO energy (eV): -6.78
Gap between HOMO and LUMO (Eh): 0.3314

Structure (ORCA input):
```
! RIJCOSX wB97M-V def2-TZVPD def2/J DEFGRID3
* xyz 1 1
C -0.39434 0.23021 -1.00740
C -1.53347 0.31661 -0.06261
C 1.19485 -0.83496 0.72063
C 0.90523 0.14909 -0.43047
N 0.89978 0.52908 0.91403
H -0.62414 0.28109 -2.02801
H -1.73574 1.34003 -0.03422
H -1.34156 0.05378 0.97406
H -2.30651 -0.41969 -0.29220
H 0.48847 -1.63745 1.01999
H 2.30729 -1.19475 0.61010
H 1.81745 0.46014 -0.99997
H 1.78009 0.95795 1.04030
*
```

> energy relative to the best compared isomer or geometry (same formula, charge and spin) of number 4 (C4H8MgO3)?

0.0 kcal/mol

> Number 5 is which compound?

C4H8N

> Which value of energy relative to the best compared isomer or geometry (same formula, charge and spin) does entry 2 give?

69.7 kcal/mol